1.
Computed, not measured: the molecule CH5N3S2, with wB97M-V/def2-TZVPD.

The geometry in XYZ format:
```
11
Properties=species:S:1:pos:R:3:mulliken_charge:R:1
C 1.05 -0.56 0.15 -0.4885
N -0.88 0.31 1.60 -0.2814
N -0.14 -1.24 -0.08 -0.2236
N -0.96 -1.07 1.10 -0.2524
S -0.10 2.28 -0.79 -0.3320
S 0.37 1.07 1.06 0.2097
H 1.69 -0.84 0.91 0.3424
H 1.66 -0.15 -0.81 0.3160
H -0.54 -1.06 -1.08 0.3119
H -1.91 -1.31 1.00 0.2512
H 0.52 3.39 -0.16 0.1467
```

The value obtained for the LUMO energy (spin up / spin down) is 0.286 / 0.286 eV. The value obtained for the frontier orbital gap (spin up / spin down) is 8.085 / 8.086 eV. The calculation puts the highest occupied orbital energy (spin up / spin down) at -0.2866 / -0.2866 Ha. For the energy above the lowest of the compared OMol25 structures with the same formula, charge and spin, the calculation gives 80.83 kcal per mole.


2.
Computed, not measured: a structure of composition C29H57BrF2N2O6P3S2, with wB97M-V/def2-TZVPD.

The geometry in XYZ format:
```
102
Properties=species:S:1:pos:R:3:mulliken_charge:R:1
C -1.37 3.90 -4.31 -0.5665
C -0.38 3.29 -4.97 -0.4494
C 0.09 1.90 -4.65 0.8126
O -0.70 1.03 -4.68 -0.4666
O 1.39 1.70 -4.30 -0.1651
C 2.08 0.77 -5.14 -0.8736
C 3.25 0.14 -4.37 -0.8009
C 2.73 -1.14 -3.66 -0.8093
C 3.30 -1.33 -2.23 -1.5481
C 2.20 -1.75 -1.19 -0.7491
C 2.35 -1.06 0.19 -2.3414
C 1.06 -0.52 0.89 2.5021
C 1.03 1.02 0.50 -2.9752
C 1.18 1.29 -1.03 1.6840
C 0.33 2.54 -1.39 -2.1238
F 2.48 1.61 -1.36 -0.4345
N -0.24 -1.02 0.38 1.1782
C -1.19 -1.55 1.44 -0.7746
P -2.87 -1.94 0.66 0.2438
C -4.18 -1.12 1.68 -1.0172
C -2.99 -1.35 -1.09 -1.2310
C -0.46 -2.70 2.22 0.4920
C 0.22 -3.75 1.30 -1.5122
C -0.67 -4.49 0.27 0.2214
C -0.33 -4.19 -1.21 -1.1151
F -0.41 -5.85 0.40 -0.4428
P -1.74 -3.77 3.12 0.1338
S -1.04 -5.42 3.90 -0.3167
C 0.62 -1.93 3.19 0.4369
N 1.76 -2.80 3.29 -0.5448
C 2.46 -3.26 4.49 -0.4795
C 2.36 -4.82 4.63 -1.1158
S -0.07 -1.60 4.89 1.8612
C -1.65 -0.76 4.96 -1.1161
O 0.86 -0.86 5.68 -0.7230
O -0.27 -2.83 5.62 -0.6257
C 1.19 -0.57 2.49 -1.6502
Br 0.42 1.09 3.31 0.0459
P 3.02 -0.24 3.01 0.5787
O 3.16 0.42 4.31 -0.6995
H -2.22 4.33 -4.84 0.3059
H -1.34 4.05 -3.23 0.1234
H 0.12 3.84 -5.77 0.3455
H 1.41 -0.04 -5.45 0.5112
H 2.46 1.26 -6.05 0.3394
H 4.04 -0.10 -5.10 0.4798
H 3.70 0.84 -3.67 0.3780
H 1.63 -1.12 -3.65 0.5414
H 3.05 -1.99 -4.27 0.4214
H 3.88 -0.47 -1.88 0.6433
H 4.02 -2.16 -2.28 0.5956
H 1.24 -1.59 -1.70 0.0388
H 2.32 -2.83 -1.08 0.7566
H 3.06 -0.23 0.10 1.2864
H 2.91 -1.80 0.78 0.5168
H 1.86 1.56 0.95 0.7130
H 0.05 1.46 0.69 0.5672
H 0.77 0.48 -1.65 0.0095
H 0.90 3.13 -2.12 0.4648
H -0.66 2.28 -1.77 0.2378
H 0.27 3.17 -0.49 0.5799
H -0.78 -0.26 -0.06 0.3426
H -0.21 -1.75 -0.34 -0.4832
H -1.42 -0.68 2.06 0.6698
H -3.78 -0.94 2.69 0.2294
H -5.04 -1.78 1.74 0.3942
H -4.45 -0.14 1.27 0.4005
H -2.47 -1.97 -1.82 0.2705
H -4.05 -1.37 -1.37 0.4593
H -2.66 -0.30 -1.22 0.3909
H 1.05 -3.30 0.72 -0.0621
H 0.71 -4.53 1.88 0.8957
H -1.75 -4.39 0.37 0.2081
H 0.75 -4.23 -1.37 0.2236
H -0.77 -3.26 -1.57 -0.0808
H -0.74 -5.04 -1.78 0.5251
H -2.72 -4.22 2.20 0.2483
H -2.46 -3.11 4.13 0.1257
H 2.37 -2.86 2.50 0.6729
H 2.23 -2.87 5.48 0.5071
H 3.54 -3.10 4.35 0.4711
H 1.56 -5.12 5.31 0.2196
H 2.31 -5.30 3.65 0.2297
H 3.30 -5.15 5.08 0.4257
H -1.55 0.00 5.75 0.4940
H -2.48 -1.40 5.28 0.4754
H -1.98 -0.22 4.07 0.2050
H 3.45 0.68 2.02 0.0636
H 3.82 -1.39 2.84 0.1096
C -2.65 7.72 -0.77 -0.6074
C -3.47 8.28 -1.92 -0.5916
C -3.03 7.41 -3.08 -0.4662
O -2.69 6.13 -2.53 -0.3158
C -2.63 6.23 -1.10 -0.2561
H -3.07 7.93 0.21 0.3564
H -1.64 8.12 -0.81 0.2823
H -4.54 8.13 -1.72 0.2618
H -3.31 9.34 -2.10 0.3410
H -2.13 7.82 -3.56 0.2832
H -3.80 7.29 -3.84 0.2907
H -3.51 5.73 -0.69 0.2823
H -1.73 5.73 -0.74 0.1294
```

The value obtained for the LUMO energy is -2.778 eV. The value obtained for the frontier orbital gap is 7.702 eV. The calculation puts the highest occupied orbital energy at -0.3851 Ha. Its net charge is +1.